# 1
115
Properties=species:S:1:pos:R:3:forces:R:3 method="wB97M-V/def2-TZVPD" s2=1.168 total_charge=+2 mol_weight_g_mol=1099.8 multiplicity=2
Mn -1.566013 0.140496 -0.777424 0.3 0.3 0.1
N -3.495671 2.710301 1.739929 -0.6 -0.2 -0.5
C -2.608684 3.378526 2.601016 0.4 0.4 0.6
C -3.033904 3.858395 3.831854 -0.1 -0.3 -0.2
C -2.128889 4.482179 4.675396 0.1 0.0 0.0
C -0.799231 4.620671 4.301934 -0.1 0.0 0.1
C -0.374686 4.157457 3.064783 0.0 -0.1 0.0
C -1.288264 3.554034 2.218699 -0.3 0.0 -0.3
S -0.854357 3.086074 0.573478 0.3 0.1 0.1
N -1.885348 1.739219 0.340432 -1.4 0.5 0.3
C -3.114406 1.817035 0.803372 1.7 0.7 0.5
C -4.073781 0.890087 0.241693 -1.0 -1.1 -0.5
C -5.367202 0.698823 0.726214 0.6 0.5 0.2
C -6.244696 -0.114233 0.043751 -0.1 -0.4 -0.4
C -5.794287 -0.750224 -1.107190 -0.3 0.2 0.4
C -4.475642 -0.589991 -1.477670 0.3 0.0 -0.4
N -3.612511 0.200018 -0.833946 -0.5 0.3 0.8
H -4.465801 2.710148 2.010815 0.0 0.1 0.0
H -4.071784 3.744633 4.123327 0.0 0.0 0.1
H -2.463061 4.856984 5.632451 0.0 0.0 0.0
H -0.098537 5.098169 4.971922 0.0 0.0 0.0
H 0.654449 4.275365 2.751282 0.0 0.0 0.0
H -5.672660 1.174005 1.648635 -0.1 0.0 0.0
H -7.259284 -0.262846 0.386005 0.0 0.0 0.1
H -6.451279 -1.374379 -1.694633 0.0 0.0 0.0
H -4.100410 -1.107866 -2.350756 0.0 0.0 0.1
O -2.330044 -0.910007 7.234277 0.0 0.0 0.3
C -1.656024 -0.142453 6.370098 0.1 0.1 0.0
O -0.931761 0.725724 6.767313 -0.1 0.0 0.0
C -1.810974 -0.413556 4.901641 0.0 0.0 -0.4
C -1.059845 0.390021 4.044170 0.0 0.0 0.3
C -1.055580 0.177431 2.682450 0.0 -0.2 -0.4
C -1.805142 -0.861571 2.115190 0.1 0.1 1.1
C -2.615421 -1.617811 2.972791 0.0 0.0 -0.4
C -2.610164 -1.404241 4.339750 0.0 0.1 0.2
N -1.723818 -1.123670 0.741563 -0.5 -1.4 -1.4
C -1.909663 -2.377122 0.325372 0.3 1.2 1.5
C -1.925199 -2.628985 -1.045700 0.1 0.0 -1.7
C -2.170049 -3.903592 -1.610980 0.1 0.3 0.6
C -2.276136 -4.040890 -2.962943 0.0 0.3 -0.5
C -2.187368 -2.884077 -3.770748 -0.1 -0.5 0.4
C -1.911351 -1.683993 -3.177957 0.1 0.3 -0.1
N -1.696537 -1.531580 -1.846267 -0.6 -0.8 0.5
H -2.860869 -1.595973 6.819610 0.0 0.0 -0.1
H -0.456473 1.172478 4.487711 0.0 0.0 -0.1
H -0.436180 0.790393 2.042391 0.1 0.0 0.1
H -3.277271 -2.367897 2.559764 0.0 0.0 0.0
H -3.248599 -2.033320 4.948612 0.0 0.0 0.0
H -2.033717 -3.186900 1.033254 0.1 0.0 0.0
H -2.276920 -4.749308 -0.944870 0.0 0.0 0.0
H -2.451144 -5.004726 -3.419842 0.0 0.0 0.1
H -2.331957 -2.941134 -4.839424 0.0 0.0 0.0
H -1.849797 -0.782280 -3.775114 0.1 0.0 0.1
C 1.076064 1.519365 -5.451762 0.3 -0.1 -0.2
Si 2.386873 0.156607 -5.256576 0.2 0.2 0.1
C 1.608042 -1.483641 -5.793240 0.3 0.2 0.1
C 3.974696 0.496988 -6.191741 -0.3 0.0 0.0
C 2.757101 0.113838 -3.377228 -0.3 -0.1 -0.9
Te 0.859937 -0.475903 -2.596952 1.5 -0.3 -0.6
C 1.500361 -2.480745 -2.296413 0.1 0.0 0.3
Si 2.659557 -2.967279 -0.838964 -0.1 0.3 -0.1
C 1.655800 -3.065071 0.756602 0.2 -0.1 -0.2
C 4.048333 -1.707122 -0.631188 -0.1 -0.3 -0.1
C 3.314445 -4.649801 -1.367791 0.0 0.2 0.2
H 0.456995 1.346831 -6.334427 0.0 0.0 0.0
H 1.537704 2.502387 -5.565680 0.0 0.0 0.0
H 0.425509 1.550306 -4.575405 -0.1 0.0 0.0
H 1.409462 -1.468807 -6.866633 0.0 0.1 0.0
H 0.660536 -1.683434 -5.288755 0.0 0.0 0.0
H 2.275208 -2.327960 -5.609278 0.0 0.0 0.0
H 3.790212 0.529045 -7.266804 0.0 0.0 0.0
H 4.708842 -0.287937 -6.005679 0.0 0.0 0.0
H 4.418318 1.449401 -5.900240 0.0 0.0 0.0
H 3.032569 1.100015 -3.004153 -0.1 0.0 0.1
H 3.537648 -0.597907 -3.117993 -0.1 -0.1 0.2
H 2.000145 -2.730460 -3.235109 0.0 0.0 -0.1
H 0.590880 -3.082001 -2.245162 0.0 -0.1 0.0
H 1.676248 -2.113872 1.285893 0.0 0.1 -0.1
H 2.076795 -3.827198 1.416118 0.0 0.0 0.0
H 0.610972 -3.318978 0.572227 0.0 -0.1 -0.1
H 3.649732 -0.694142 -0.564243 0.0 0.0 0.0
H 4.770918 -1.743930 -1.448240 0.0 0.0 0.0
H 4.595720 -1.913659 0.291316 0.0 0.0 0.0
H 2.517358 -5.391984 -1.436035 0.0 0.0 0.0
H 4.048961 -5.015981 -0.648138 0.0 0.0 0.0
H 3.805930 -4.601857 -2.340649 0.0 0.1 0.0
C -2.972653 2.252472 -4.296814 -0.1 0.0 0.3
S -2.361878 2.518640 -2.619619 0.3 0.3 -0.7
C -1.290687 3.917302 -2.999392 -0.2 -0.1 0.1
O -1.390396 1.346853 -2.411040 -0.4 0.0 0.0
H -3.565507 3.117909 -4.589545 0.0 0.0 0.0
H -3.604492 1.366262 -4.285558 0.0 0.0 0.0
H -2.131963 2.116029 -4.974404 0.1 0.0 0.1
H -1.928983 4.753914 -3.282486 0.0 0.0 0.0
H -0.609931 3.658560 -3.808022 0.0 -0.1 0.0
H -0.737348 4.167357 -2.098524 0.0 0.0 0.1
C 4.386634 1.849015 1.021432 0.1 0.1 0.0
N 3.686555 1.051267 2.002603 0.0 -0.2 0.4
C 2.414481 0.640063 1.881688 -0.6 0.6 -0.1
Se 1.012346 0.518244 -0.337988 -0.3 -0.8 -0.2
N 2.149359 -0.087681 2.982615 0.5 0.2 0.3
C 3.239489 -0.114732 3.848297 0.1 -0.1 0.1
C 3.433086 -0.693425 5.094495 0.0 0.1 -0.1
C 4.670317 -0.502150 5.682959 0.0 0.0 0.1
C 5.670977 0.242567 5.052328 0.1 0.0 0.0
C 5.477413 0.814987 3.807660 0.0 0.0 -0.1
C 4.238082 0.619484 3.212273 0.0 -0.1 0.2
H 3.707753 2.033106 0.192429 0.0 0.0 0.0
H 5.272826 1.320586 0.668113 0.0 0.0 0.0
H 4.697443 2.800884 1.453451 0.0 0.0 0.0
H 1.244146 -0.471703 3.185913 0.0 0.0 0.0
H 2.649673 -1.258048 5.581742 0.0 0.0 0.0
H 4.870040 -0.936149 6.652769 0.0 0.0 0.0
H 6.619951 0.374529 5.553514 0.0 0.0 0.0
H 6.259393 1.384690 3.323952 0.0 0.0 0.0


# 2
114
Properties=species:S:1:pos:R:3:forces:R:3 method="wB97M-V/def2-TZVPD" s2=0.767 total_charge=-1 mol_weight_g_mol=916.6 multiplicity=2
Sc 1.388299 -0.101099 0.456824 0.2 -0.2 -0.6
C 2.230239 -4.546787 1.105352 0.0 0.0 0.0
C 1.310062 -3.999461 2.200200 0.0 0.0 0.0
C 0.554116 -5.146597 2.878295 0.0 0.0 0.0
P 0.374864 -2.537699 1.544167 0.1 0.0 0.0
C -0.948976 -2.083484 2.780225 0.0 0.0 0.0
C -2.194176 -2.964608 2.807498 0.0 0.0 0.0
C -0.382330 -1.880409 4.186938 0.0 0.0 0.0
C -0.612167 -3.103095 0.146432 -0.1 0.1 0.0
C -1.022649 -4.415728 -0.050130 0.0 -0.1 0.0
C -1.970867 -4.778218 -0.993278 0.0 0.0 0.0
C -2.361145 -6.212194 -1.216369 0.0 -0.1 0.0
C -2.565433 -3.736321 -1.696966 0.0 0.0 0.0
C -2.167299 -2.424642 -1.539776 0.1 0.1 0.0
C -1.103529 -2.055612 -0.675202 -0.1 0.1 0.1
N -0.591519 -0.770133 -0.570834 0.0 -0.1 0.2
C -1.223749 0.116650 -1.478247 0.0 0.0 -0.2
C -0.978618 0.004254 -2.852649 0.0 -0.1 0.1
C -1.698990 0.725679 -3.783838 0.0 0.0 0.0
C -2.693544 1.613487 -3.383884 0.0 0.0 0.1
C -3.478566 2.418481 -4.382558 0.0 0.0 0.0
C -2.882245 1.786463 -2.019374 0.1 0.0 0.0
C -2.148924 1.083048 -1.060832 -0.2 0.1 -0.1
P -2.281093 1.447441 0.729442 0.0 -0.1 0.1
C -4.094105 1.806986 0.932903 0.1 0.0 0.0
C -4.852628 0.497869 0.723928 0.0 0.0 0.0
C -4.360176 2.368091 2.328089 0.0 0.0 0.0
C -1.518349 3.157974 0.834578 0.0 0.0 0.0
C -2.064618 4.237485 -0.096909 0.0 0.0 0.0
C 0.008147 3.035466 0.691838 0.1 0.0 0.0
H 3.041576 -5.119649 1.561349 0.0 0.0 0.0
H 2.675448 -3.749459 0.514376 0.0 0.0 0.0
H 1.691543 -5.210064 0.426527 0.0 0.0 0.0
H 1.952055 -3.536312 2.954663 0.0 0.0 0.0
H -0.190155 -5.610374 2.231936 0.1 0.0 0.1
H 0.045719 -4.834634 3.786139 0.0 0.1 0.1
H 1.271550 -5.923679 3.157804 0.0 0.0 0.0
H -1.251773 -1.098621 2.403977 0.0 0.0 0.0
H -1.983756 -3.948572 3.234798 0.0 0.0 0.0
H -2.611528 -3.111124 1.812073 0.0 0.0 0.0
H -2.958893 -2.491370 3.431194 0.0 0.0 0.0
H -0.186685 -2.830415 4.680669 0.0 -0.2 0.0
H -1.108867 -1.342803 4.802107 0.0 0.0 0.0
H 0.544719 -1.308570 4.189171 -0.1 -0.1 0.0
H -0.599248 -5.196766 0.568792 -0.1 0.1 -0.2
H -1.950257 -6.853541 -0.435113 0.0 0.0 0.0
H -1.993775 -6.587968 -2.175143 0.0 0.0 0.0
H -3.446209 -6.338959 -1.212500 0.0 0.0 0.0
H -3.369254 -3.952408 -2.394713 0.0 0.0 0.0
H -2.683876 -1.671559 -2.112974 0.0 0.1 -0.1
H -0.242105 -0.714675 -3.184206 0.0 0.0 0.0
H -1.491030 0.585797 -4.839858 0.0 0.0 0.0
H -3.542798 1.904306 -5.342116 0.0 0.0 0.0
H -3.015123 3.393259 -4.562742 0.0 0.0 0.0
H -4.494089 2.604230 -4.029588 0.0 0.0 0.0
H -3.626464 2.503852 -1.696931 0.0 0.0 0.0
H -4.440066 2.534226 0.193008 0.0 0.0 0.0
H -4.528306 -0.252612 1.449035 0.0 0.0 0.0
H -4.680565 0.088179 -0.272060 0.0 0.0 0.0
H -5.927469 0.651267 0.852469 0.0 0.0 0.0
H -3.943170 1.708985 3.093918 0.0 0.0 0.0
H -5.434843 2.451262 2.510651 0.0 0.0 0.0
H -3.922935 3.358202 2.463895 0.0 0.0 0.0
H -1.716626 3.466552 1.869151 0.0 0.0 0.0
H -1.782280 4.038580 -1.130581 0.0 0.0 -0.1
H -1.646888 5.210206 0.176524 0.0 0.0 0.0
H -3.152156 4.321434 -0.052738 0.0 0.0 0.0
H 0.570244 2.365780 -1.084593 0.1 -0.3 0.4
H 0.497608 2.862912 1.648642 0.0 0.0 -0.1
H 0.404067 3.977147 0.299351 0.0 0.0 0.0
Br 1.646950 -2.478244 -2.490419 0.1 0.0 0.0
C 2.330516 -0.692585 -2.702676 0.0 -0.2 -0.2
C 2.820224 -0.340367 -3.922750 -0.1 -0.1 0.1
C 3.461237 0.931567 -4.038902 0.0 0.0 -0.1
C 3.667482 1.633734 -2.872128 0.0 0.1 0.2
C 3.151476 1.191199 -1.662702 0.2 0.1 0.0
N 2.341003 0.043572 -1.580128 -0.2 0.2 0.3
C 3.421658 1.876741 -0.383795 0.1 0.0 0.1
O 4.144914 2.877335 -0.308687 -0.2 0.0 -0.2
O 2.831258 1.338769 0.641834 0.0 0.0 0.0
H 2.767933 -1.034494 -4.748100 0.0 0.0 0.0
H 3.846211 1.273725 -4.989067 0.0 0.0 0.0
H 4.250713 2.546321 -2.850481 0.0 0.0 0.0
B 3.351132 -0.805316 3.473020 0.0 0.1 0.0
N 2.263796 0.318968 3.541314 0.0 0.0 -0.1
C 2.037996 1.056034 4.630855 0.0 0.0 0.1
C 0.781521 1.630110 4.538855 0.0 0.0 0.0
C 0.300160 1.172905 3.316760 0.0 0.0 0.0
N 1.199824 0.391224 2.714676 -0.1 0.2 0.1
N 4.025388 -0.918331 2.094378 0.0 -0.1 0.0
C 5.340977 -0.855456 1.871150 0.0 0.0 0.1
C 5.595178 -1.237919 0.567954 0.0 0.0 0.0
C 4.332681 -1.513350 0.051831 -0.1 0.0 0.0
N 3.386243 -1.327081 0.974014 0.0 0.2 0.0
H 2.811949 -1.848120 3.753515 0.0 -0.1 0.0
H 4.196637 -0.508502 4.281236 0.0 0.0 0.0
H 2.779591 1.094444 5.410164 0.0 0.0 0.0
H 0.292693 2.274730 5.247480 0.0 0.0 0.0
H -0.653115 1.344562 2.844441 0.0 0.0 0.0
H 6.004401 -0.552696 2.663065 0.0 0.0 0.0
H 6.543163 -1.286553 0.063100 0.0 0.0 0.0
H 4.061896 -1.819265 -0.944220 0.0 0.0 0.0
O 0.387421 1.972150 -0.178838 -0.1 0.2 -0.3
N 0.993715 3.550789 -2.403149 -0.1 0.0 0.1
C 0.226009 3.734062 -3.475151 0.0 0.0 0.0
C 0.410786 4.779030 -4.366112 0.1 0.0 0.0
C 1.440959 5.675401 -4.126612 0.0 0.0 0.0
C 2.248301 5.484314 -3.016100 0.0 0.0 -0.1
C 1.994593 4.406739 -2.181522 0.0 -0.1 0.0
H -0.560139 3.002966 -3.623712 0.0 0.0 0.0
H -0.236874 4.877313 -5.226820 0.0 0.0 0.0
H 1.615995 6.505890 -4.798958 0.0 0.0 0.0
H 3.072470 6.147948 -2.794793 0.0 0.0 0.0
H 2.629708 4.200402 -1.326048 0.0 0.0 0.0


For reference, relative energy (zero: lowest compared OMol25 entry of this formula, charge and spin) by record: 67.28; 0.00 kcal per mole.
For reference, DFT total energy by record: -203431.9941; -172078.1945 eV.